[1]
{"formula": "C3H5ClIN3S", "method": "ωB97M-V with the def2-TZVPD basis set", "species": ["C", "C", "C", "N", "N", "N", "S", "Cl", "I", "H", "H", "H", "H", "H"], "xyz": [[-0.783342, -0.012192, 0.228562], [-3.080229, -0.736510, -0.165563], [0.621139, -0.106153, -0.168596], [-3.565178, -0.043058, 0.797387], [-1.158619, 0.764245, 1.231912], [-1.696353, -0.751457, -0.428573], [-2.827205, 0.891844, 1.837427], [-4.042089, -1.659620, -1.179728], [-6.881425, 2.400687, 1.782967], [0.738111, -0.286152, -1.237522], [1.084217, -0.962161, 0.340028], [1.201348, 0.772281, 0.113041], [-0.448779, 1.321843, 1.703367], [-1.375349, -1.356110, -1.184384]], "forces_ev_per_a": [[-0.44, 0.13, 0.23], [0.66, -0.16, -0.28], [0.79, -0.13, -0.09], [-0.46, 0.20, 0.38], [-0.78, 0.04, 0.24], [-0.66, -0.11, -0.03], [0.78, -0.45, -0.91], [0.29, 0.26, 0.34], [0.18, -0.03, 0.00], [-0.13, 0.08, -0.04], [-0.13, -0.03, 0.07], [-0.12, 0.06, 0.00], [0.02, 0.01, 0.01], [0.00, 0.13, 0.06]], "spin_multiplicity": 1, "max_force_ev_per_a": 1.28, "charge": 2, "de_lowest_kj_mol": 5.95, "homo_energy_ev": [-15.873, -15.712], "e_tot_ev": -39100.0401}


[2]
{"formula": "C3H5ClN2", "method": "ωB97M-V with the def2-TZVPD basis set", "species": ["Cl", "C", "C", "N", "N", "C", "H", "H", "H", "H", "H"], "xyz": [[1.267080, 2.068228, -0.535839], [0.836634, 0.426921, -0.118289], [0.155152, -0.290387, -1.323014], [-0.908631, -0.956565, -0.983561], [-1.067382, -0.841035, 0.378427], [-0.154951, 0.093147, 0.975236], [1.758902, -0.095242, 0.136579], [0.558641, -0.233300, -2.299892], [-2.055305, -0.826913, 0.686867], [-0.651302, 1.003521, 1.162036], [0.261162, -0.348376, 1.921452]], "forces_ev_per_a": [[-0.13, 0.74, 0.27], [0.26, -2.79, -1.10], [-1.00, -0.31, 2.14], [1.49, 1.40, -0.34], [-1.49, -1.23, -0.05], [0.33, 0.20, 0.91], [0.28, 0.24, -0.37], [0.06, -0.18, -0.82], [1.09, 0.02, -0.56], [-0.82, 1.22, 0.90], [-0.07, 0.67, -0.99]], "spin_multiplicity": 1, "max_force_ev_per_a": 3.00, "de_lowest_kj_mol": 82.91, "homo_energy_ev": -8.688, "e_tot_ev": -18693.2525, "smiles": "Cl[C@@H]1C=NNC1"}


[3]
{"formula": "C3H5ClN2", "method": "ωB97M-V with the def2-TZVPD basis set", "species": ["C", "C", "C", "N", "N", "Cl", "H", "H", "H", "H", "H"], "xyz": [[-0.832927, -0.694101, -0.986320], [-1.354332, -0.463348, 1.358507], [1.463228, 0.933510, -0.325785], [-0.998416, -0.722152, 0.191656], [0.990949, 0.983398, -1.462400], [2.617642, -0.404909, -0.244413], [-0.369281, -1.554621, -1.482241], [-2.355259, -0.959758, 1.691460], [-0.677073, -0.136772, 1.992874], [1.234360, 1.339841, 0.711016], [0.281111, 1.678917, -1.444350]], "forces_ev_per_a": [[0.19, -1.01, -2.45], [-5.16, -3.02, -0.19], [1.34, -1.79, 1.60], [-0.47, 0.37, -0.20], [-0.35, 1.34, -0.44], [0.56, 0.04, 0.98], [-0.01, 0.26, 0.06], [1.93, 1.24, -0.37], [2.91, 1.70, 3.20], [0.18, -0.05, -1.63], [-1.12, 0.92, -0.55]], "spin_multiplicity": 1, "max_force_ev_per_a": 5.98, "de_lowest_kj_mol": 361.46, "homo_energy_ev": -8.168, "e_tot_ev": -18690.3656}


[4]
{"formula": "C3H5ClN2O2", "method": "ωB97M-V with the def2-TZVPD basis set", "species": ["H", "N", "C", "C", "C", "Cl", "N", "O", "O", "H", "H", "H", "H"], "xyz": [[0.793706, 0.995633, 1.761542], [-0.207646, 0.895957, 1.619951], [-0.374620, 0.498620, 0.437065], [-1.641000, 0.119054, -0.326170], [0.837300, 0.112389, -0.588191], [1.965110, 1.417784, -0.525172], [1.288155, -1.064371, 0.051359], [0.982804, -2.131090, -0.478043], [1.847267, -0.899641, 1.089575], [-2.584885, 0.378947, 0.303413], [-1.603683, -0.973170, -0.459888], [-1.715047, 0.622837, -1.340879], [0.412536, 0.027046, -1.544560]], "forces_ev_per_a": [[0.25, 0.06, 0.48], [-0.59, -0.11, -1.38], [-0.46, -0.37, -1.54], [-1.69, 1.03, 1.38], [-1.83, 2.95, 2.09], [0.88, 0.41, -0.33], [0.50, -2.31, -1.21], [0.14, 0.45, 0.48], [1.07, -0.65, 1.21], [1.64, -0.46, -1.18], [-0.13, 0.32, -0.16], [0.21, -0.56, 1.29], [0.01, -0.76, -1.15]], "spin_multiplicity": 1, "max_force_ev_per_a": 4.05, "de_lowest_kj_mol": 479.98, "homo_energy_ev": -10.512, "e_tot_ev": -22785.6577, "smiles": "[H]/N=C(/C)[C@@H](Cl)[N+](=O)[O-]"}


[5]
{"formula": "C3H5ClN2O2", "method": "ωB97M-V with the def2-TZVPD basis set", "species": ["N", "C", "C", "Cl", "C", "O", "N", "O", "H", "H", "H", "H", "H"], "xyz": [[0.596879, 1.770200, 0.645776], [-0.610595, 1.246333, 0.082132], [-1.103878, 0.028363, -0.003740], [-2.854088, -0.028064, -0.324197], [-0.544944, -1.293206, 0.292641], [-1.244769, -2.112278, 0.880272], [0.615828, -1.642130, -0.327921], [1.562106, -0.584560, -0.517231], [0.860831, 2.711586, 0.119118], [1.415165, 1.106373, 0.729710], [-1.368669, 1.954205, -0.082021], [0.954050, -2.571672, -0.022724], [1.722083, -0.585144, -1.471817]], "forces_ev_per_a": [[0.43, 1.17, -2.16], [2.05, 0.76, 1.44], [-0.73, -0.26, -0.10], [0.56, -0.16, -0.01], [-2.02, -0.72, 0.27], [1.33, 0.18, -0.43], [0.84, -0.26, 0.14], [-0.33, -1.54, -0.02], [-0.54, -2.84, 1.68], [-1.52, 1.16, -0.45], [-0.41, 1.43, -0.34], [0.44, 1.05, -0.15], [-0.11, 0.03, 0.13]], "spin_multiplicity": 1, "max_force_ev_per_a": 3.35, "de_lowest_kj_mol": 334.90, "homo_energy_ev": -8.760, "e_tot_ev": -22787.1613, "smiles": "N/C=C(/Cl)C(=O)NO"}


[6]
{"formula": "C3H5ClN2O2S", "method": "ωB97M-V with the def2-TZVPD basis set", "species": ["C", "C", "C", "N", "N", "O", "O", "S", "Cl", "H", "H", "H", "H", "H"], "xyz": [[0.904406, 0.701329, 0.364694], [1.034899, -1.658187, -0.208145], [-0.645323, 0.620022, 0.358170], [1.554834, -0.301093, -0.270370], [-1.306627, 1.742940, 0.064288], [1.426671, 1.621691, 0.916542], [0.169808, -1.775843, 0.834855], [-1.407583, -0.886980, 0.448889], [-3.444523, 0.027068, -0.397547], [1.779004, -2.394270, -0.248794], [0.524031, -1.650056, -1.268117], [2.541489, -0.284292, -0.319813], [-2.236762, 1.646805, -0.225117], [-0.894325, 2.590867, -0.049534]], "forces_ev_per_a": [[-0.32, -0.94, 0.59], [-2.93, 1.73, -3.54], [-0.41, 0.94, -1.35], [-0.09, -0.14, 0.56], [1.53, -3.66, 1.15], [0.39, 1.51, 0.15], [-0.98, 0.31, 0.33], [0.68, -0.75, -0.06], [-0.29, -0.16, 0.17], [1.32, -0.86, 0.43], [0.12, -1.15, 1.72], [1.02, 0.83, 0.29], [-2.08, -0.32, -0.23], [2.04, 2.65, -0.20]], "spin_multiplicity": 1, "max_force_ev_per_a": 4.91, "de_lowest_kj_mol": 0.16, "homo_energy_ev": -9.485, "e_tot_ev": -33623.5908}


[7]
{"formula": "C3H5ClN2S", "method": "ωB97M-V with the def2-TZVPD basis set", "species": ["C", "C", "C", "N", "N", "S", "Cl", "H", "H", "H", "H", "H"], "xyz": [[-0.404215, 0.948124, -1.812670], [0.089648, 0.875668, 0.658348], [0.971492, -0.469176, 0.791110], [-0.278167, 1.298131, -0.628677], [-1.169279, -1.596982, 0.076503], [0.341015, -1.568659, -0.572992], [2.691136, -0.036870, 0.537228], [-0.714519, 1.502145, -2.637900], [-0.939363, 0.520156, 1.107746], [0.543399, 1.741472, 1.112082], [0.674936, -0.974929, 1.700362], [-1.806079, -2.239078, -0.331142]], "forces_ev_per_a": [[1.61, -1.25, 3.95], [-2.02, -2.41, 0.58], [-1.00, 1.55, -2.21], [-0.64, 0.82, -2.99], [1.89, 0.75, 0.45], [-1.24, -0.16, 1.39], [-0.53, -0.59, 0.34], [-0.72, 1.17, -1.33], [2.03, 1.13, -0.32], [0.20, -0.13, 0.78], [0.73, -0.01, 0.33], [-0.31, -0.86, -0.96]], "spin_multiplicity": 1, "max_force_ev_per_a": 4.44, "de_lowest_kj_mol": 393.02, "homo_energy_ev": [-7.199, -8.326], "e_tot_ev": -29525.1540}


[8]
{"formula": "C3H5ClN2S", "method": "ωB97M-V with the def2-TZVPD basis set", "species": ["S", "C", "N", "N", "C", "C", "Cl", "H", "H", "H", "H", "H"], "xyz": [[2.896245, -0.985022, -0.058838], [1.710111, 0.189545, 0.406947], [1.145927, 1.090463, -0.409645], [0.048176, 1.960145, -0.023109], [-1.056049, 1.193705, 0.262545], [-1.153345, -0.417138, 0.134203], [-3.041575, -0.745418, -0.115679], [1.252529, -0.072773, 1.469003], [1.790370, 1.481652, -1.135884], [-1.824670, 1.826276, 0.626038], [-0.670943, -1.065189, 0.969963], [-0.543463, -0.888425, -0.814068]], "forces_ev_per_a": [[-1.56, 2.26, 0.56], [0.56, -3.44, 1.13], [0.54, 1.29, 0.11], [-2.77, -4.31, 0.50], [5.24, 0.21, -1.18], [0.51, -0.19, -1.38], [2.49, 0.15, 0.46], [0.62, 1.40, -2.33], [-1.08, -0.48, 0.80], [-1.13, -0.09, 0.26], [-1.58, 1.46, -0.93], [-1.83, 1.73, 2.00]], "spin_multiplicity": 1, "max_force_ev_per_a": 5.37, "de_lowest_kj_mol": 252.79, "homo_energy_ev": -8.721, "e_tot_ev": -29526.6074, "smiles": "S=CN/N=C\\CCl"}